Here is a single C13H13NO2 molecule from the Open Molecules 2025 dataset. Energies are from wB97M-V/def2-TZVPD.

CARTESIAN COORDINATES (ANGSTROEM)
N 2.350 -1.081 1.379
C 3.340 -0.170 0.687
C 2.831 1.372 0.463
C 1.220 1.608 0.645
C 0.274 0.719 -0.361
C 0.906 0.437 -1.883
C 0.058 -0.484 -2.942
C -1.378 -1.094 -2.437
C -2.023 -0.810 -0.956
C -1.175 0.124 0.141
C -1.865 0.358 1.610
O -1.233 0.515 2.776
C -3.535 0.351 1.655
C -4.291 -0.531 0.684
C -3.484 -1.432 -0.430
O -3.886 -2.608 -0.928
H 1.741 -1.454 0.589
H 2.823 -1.964 1.739
H 4.288 -0.106 1.410
H 3.648 -0.596 -0.383
H 3.207 1.731 -0.610
H 3.387 2.072 1.241
H 1.020 2.754 0.378
H 0.973 1.498 1.784
H 1.937 0.873 -2.225
H 0.479 -0.734 -4.009
H -1.981 -1.782 -3.168
H -4.173 0.987 2.402
H -5.462 -0.553 0.748

Values from the calculation:
SMILES string = NCCCc1cccc2c1C(=O)C=CC2=O
Kohn-Sham gap = 7.19 eV
Charge = 0
Relative energy (zero: lowest compared OMol25 entry of this formula, charge and spin) = 13.147 eV

Here are the natural (NBO) charges for atoms 1 to 8, given in e: atom 1 (N): -0.847, atom 2 (C): -0.231, atom 3 (C): -0.411, atom 4 (C): -0.477, atom 5 (C): 0.059, atom 6 (C): -0.241, atom 7 (C): -0.201, atom 8 (C): -0.204

Here is a molecular structure, C16H27GeHfN3O4S from the Open Molecules 2025 dataset. Energies are from wB97M-V/def2-TZVPD.

CARTESIAN COORDINATES (ANGSTROEM)
Hf 0.721 -0.056 0.165
O -0.050 -0.151 2.182
C -0.786 -1.006 2.742
C -1.333 -2.158 2.117
C -2.071 -3.047 2.922
C -2.608 -4.166 2.344
C -2.452 -4.441 0.989
C -1.742 -3.572 0.179
C -1.182 -2.428 0.729
O -0.504 -1.578 -0.046
N -3.379 -5.108 3.188
O -3.863 -6.062 2.629
O -3.456 -4.840 4.364
H -1.010 -0.838 3.799
H -2.214 -2.870 3.980
H -2.895 -5.343 0.589
H -1.614 -3.777 -0.875
C -2.937 1.031 -4.899
C -2.024 0.033 -4.206
N -1.698 0.425 -2.826
C -0.815 1.347 -2.483
S -0.723 1.776 -0.771
N -0.067 1.951 -3.379
C 0.872 3.063 -3.156
C 0.237 4.401 -3.486
H -3.148 0.692 -5.913
H -2.491 2.025 -4.966
H -3.884 1.123 -4.369
H -1.088 -0.124 -4.748
H -2.492 -0.947 -4.142
H -2.256 0.055 -2.073
H -0.267 1.742 -4.348
H 1.743 2.863 -3.780
H 1.190 3.019 -2.118
H -0.086 4.443 -4.526
H 0.962 5.200 -3.335
H -0.622 4.594 -2.843
C 2.715 1.619 1.052
Ge 3.569 -0.052 0.304
C 5.489 0.149 0.198
C 2.926 -1.449 1.553
C 2.389 -0.451 -1.203
H 3.154 1.795 2.034
H 1.636 1.751 1.290
H 2.931 2.457 0.389
H 5.908 0.337 1.185
H 5.743 0.977 -0.461
H 5.921 -0.766 -0.204
H 3.280 -1.265 2.567
H 3.287 -2.412 1.192
H 1.840 -1.610 1.691
H 2.578 -1.472 -1.538
H 2.522 0.245 -2.038

Values from the calculation:
Kohn-Sham gap = 7.96 eV
Charge = +2
Relative energy (zero: lowest compared OMol25 entry of this formula, charge and spin) = 0.000 eV

Here are the Mulliken charges for atoms 1 to 8, given in e: atom 1 (Hf): 0.953, atom 2 (O): -0.617, atom 3 (C): -0.042, atom 4 (C): 0.948, atom 5 (C): -0.626, atom 6 (C): -0.543, atom 7 (C): -0.312, atom 8 (C): -0.751

Number 1: HOMO level -8.9 eV, LUMO -1.714 eV. Number 2: HOMO level -15.5 eV, LUMO -7.517 eV.